This record from the Open Molecules 2025 dataset describes a cluster of 3 separate species, C16H18F17N2O5 in total at a distorted geometry. The level of theory is wB97M-V/def2-TZVPD.

**Net charge**: +1

```
58
Properties=species:S:1:pos:R:3:nbo_charge:R:1
C 5.5659 -0.4901 1.0336 -0.652
C 4.6086 -0.5460 -0.1287 -0.069
O 3.2761 -0.9865 0.2137 -0.519
C 2.6372 -0.1659 1.1045 0.023
C 2.2248 -1.0943 2.2947 -0.445
C 1.0705 -1.8009 1.6112 0.347
F 0.3496 -2.4174 2.5439 -0.306
N 0.3744 -0.6635 0.9798 -0.481
C 1.2174 0.2419 0.7405 0.689
O 0.8104 1.3792 0.2683 -0.481
N 0.3534 2.3307 1.3806 0.508
O 1.2091 2.7233 1.9801 -0.079
H 6.2875 0.2742 0.8254 0.239
H 5.1077 -0.2230 1.9738 0.203
H 6.0804 -1.4143 1.1862 0.231
H 4.9729 -1.2726 -0.8224 0.216
H 4.5364 0.3816 -0.6709 0.186
H 3.1475 0.7373 1.3786 0.221
H 1.9611 -0.5489 3.1768 0.237
H 3.0350 -1.7710 2.4329 0.259
H 1.3599 -2.4898 0.8425 0.207
H -0.6252 -0.6435 0.8205 0.465
C 1.0457 1.6838 -3.4327 -0.130
C 2.2908 2.5255 -3.7511 0.595
C 2.0933 4.0375 -3.8684 0.523
F 1.2476 4.3403 -4.8707 -0.311
F 3.2870 4.6127 -4.1372 -0.315
F 2.8802 2.0450 -4.8587 -0.299
F 3.1661 2.3225 -2.7139 -0.343
O 0.4008 1.0585 -4.5141 -0.506
C -0.5287 1.7665 -5.2420 0.846
C -0.0826 1.9514 -6.6917 0.502
F 1.0874 2.6185 -6.7390 -0.316
F -1.0109 2.6758 -7.3476 -0.313
F -0.8131 2.9397 -4.6476 -0.317
F -1.6612 1.0372 -5.2444 -0.315
H 1.4049 0.8542 -2.8256 0.210
H 0.3403 2.2246 -2.8005 0.203
H 1.7097 4.4553 -2.9316 0.135
H 0.0377 0.9822 -7.1805 0.156
C -2.9395 -2.0984 3.8657 -0.136
C -3.9485 -3.1382 4.3790 0.595
C -4.5615 -4.0746 3.3371 0.520
F -5.2585 -3.3809 2.4104 -0.322
F -5.4132 -4.9190 3.9545 -0.311
F -4.9168 -2.5082 5.0705 -0.303
F -3.2751 -3.9242 5.2623 -0.321
O -3.4219 -0.7894 3.6310 -0.506
C -4.0015 -0.4974 2.4292 0.846
C -5.4710 -0.1088 2.5838 0.502
F -6.1616 -1.1174 3.1397 -0.306
F -5.9875 0.1406 1.3613 -0.316
F -3.8322 -1.5061 1.5506 -0.322
F -3.3307 0.5729 1.9237 -0.341
H -2.2165 -1.9711 4.6683 0.229
H -2.3672 -2.4672 3.0151 0.195
H -3.7860 -4.6656 2.8394 0.140
H -5.5664 0.7810 3.2103 0.158
```

***

This record from the Open Molecules 2025 dataset describes the ion C10H15N3O5S with charge -2 at a distorted geometry. The level of theory is wB97M-V/def2-TZVPD.

**SMILES**: CNC(=O)[C@@H](CC(=O)[O-])NC(=O)[C@H](C[S-])NC(C)=O
**Net charge**: -2
**Energy relative to the best compared isomer or geometry (same formula, charge and spin)**: 0.109 eV

```
34
Properties=species:S:1:pos:R:3:nbo_charge:R:1
O -1.2166 -0.4403 -3.1131 -0.668
O 4.2356 0.6585 0.1781 -0.821
O -0.3002 2.6092 -0.4279 -0.676
O 0.5299 -0.7844 2.0851 -0.687
O 4.4419 -1.5425 -0.0544 -0.769
S -4.8686 1.0312 -0.2374 -0.723
C -2.0819 -0.8228 -2.3595 0.670
C 3.8149 -0.4701 -0.1687 0.764
C -0.7579 1.4871 -0.5716 0.687
C 1.4032 -0.0430 1.6133 0.665
N 2.4185 0.3494 2.3812 -0.618
N -2.5594 -0.1413 -1.3293 -0.625
N -0.0091 0.3939 -0.3893 -0.589
C -2.6424 -2.2093 -2.5611 -0.696
C 2.5726 -0.0214 3.8044 -0.405
C -3.1811 1.6522 0.1518 -0.518
C 2.3505 -0.5534 -0.6987 -0.509
C -2.2332 1.2702 -1.0072 -0.140
C 1.4008 0.3215 0.1376 -0.134
H 3.2272 0.7899 1.9353 0.442
H -3.2844 -0.5076 -0.7660 0.428
H -0.4854 -0.5055 -0.4099 0.404
H -3.6481 -2.0980 -2.9471 0.218
H -2.6733 -2.6603 -1.6201 0.210
H -2.0217 -2.7767 -3.2096 0.217
H 2.8319 -1.0894 3.8653 0.193
H 3.3738 0.5504 4.2520 0.187
H 1.6551 0.1798 4.3370 0.202
H -3.1746 2.7416 0.2922 0.206
H -2.8333 1.2124 1.1040 0.191
H 2.0336 -1.6025 -0.7388 0.206
H 2.3161 -0.1319 -1.6982 0.220
H -2.4670 1.8498 -1.8631 0.216
H 1.8323 1.3032 0.0335 0.252
```

***

This record from the Open Molecules 2025 dataset describes the ion C5H15N3 with charge +2 at a distorted geometry. The level of theory is wB97M-V/def2-TZVPD.

**SMILES**: CN1C[N@+]1(C)[NH+](C)C
**Net charge**: +2
**Energy relative to the best compared isomer or geometry (same formula, charge and spin)**: 8.595 eV

```
23
Properties=species:S:1:pos:R:3:nbo_charge:R:1
C -0.3389 0.4753 -1.7834 -0.007
C -2.4312 0.4703 -0.4142 -0.490
C 0.6505 1.5593 0.2213 -0.444
C 1.7859 -1.2343 -0.0752 -0.450
C 0.3287 -0.9481 1.6972 -0.463
N -1.2242 0.9932 -0.7523 -0.144
N 0.0831 0.3756 -0.3416 0.011
N 0.4053 -0.8748 0.2711 -0.171
H -0.6192 -0.4217 -2.2731 0.249
H 0.2846 1.2435 -2.1779 0.259
H -3.2312 0.9994 -1.0065 0.318
H -2.5436 -0.5844 -0.6743 0.195
H -2.7156 0.6810 0.5843 0.261
H 1.7916 1.4212 0.2392 0.241
H 0.2983 2.3741 -0.4392 0.292
H 0.2389 1.8541 1.1299 0.263
H 2.4877 -0.7573 0.8580 0.279
H 1.8272 -2.2710 -0.1775 0.271
H 2.0982 -0.9244 -1.0662 0.265
H 1.2044 -0.5477 2.1666 0.261
H -0.5248 -0.4636 2.1236 0.264
H 0.3367 -1.9146 2.0628 0.289
H -0.1925 -1.5049 -0.1727 0.450
```

***

This record from the Open Molecules 2025 dataset describes a structure of composition C5H8N at a distorted geometry. The level of theory is wB97M-V/def2-TZVPD.

**Net charge**: +1
**Energy relative to the best compared isomer or geometry (same formula, charge and spin)**: 4.816 eV

```
14
Properties=species:S:1:pos:R:3:nbo_charge:R:1
C 0.8669 0.4156 0.6948 0.567
C -0.3636 0.4769 -0.7540 -0.417
C 1.1132 1.3249 -0.7886 -0.224
C -0.5363 -0.1339 0.6588 -0.277
C -0.6651 -1.6718 0.8783 -0.614
N 1.9224 0.9602 0.3882 -0.202
H -1.2017 1.1464 -1.0404 0.292
H -0.1865 -0.3608 -1.6123 0.280
H 1.5776 0.9611 -1.6599 0.250
H 1.0177 2.5273 -0.7646 0.270
H -1.3528 0.4413 1.3246 0.315
H -0.9614 -1.9652 1.8969 0.264
H 0.3068 -2.2134 0.6391 0.246
H -1.5372 -1.9085 0.1390 0.251
```

***

Number 1: LUMO -5.64 eV. Number 2: LUMO 5.25 eV. Number 3: LUMO -7.40 eV. Number 4: LUMO -4.49 eV.